This record from the OMol25 dataset describes a molecular structure, C4H6I3NO3 in a non-equilibrium geometry. The level of theory is ωB97M-V/def2-TZVPD.

XYZ file:
```
17
Properties=species:S:1:pos:R:3
C -0.193 0.140 1.543
C 1.228 -0.271 -0.727
C 2.345 -0.444 0.324
C -0.538 -0.732 0.508
N -1.467 -0.357 -0.372
O -0.391 1.442 1.233
O 0.347 -0.122 2.561
O 0.911 0.934 -1.247
I 2.999 1.271 1.333
I 4.042 -1.492 -0.784
I -0.602 -2.826 1.063
H 1.169 -1.077 -1.476
H 1.992 -1.215 1.030
H -0.550 1.982 2.032
H -1.324 -0.649 -1.339
H -2.400 -0.325 -0.111
H 0.749 1.493 -0.491
```

**Lowest unoccupied orbital energy**: -0.0299 hartree
**Highest occupied orbital energy**: -0.3178 Eh
**HOMO-LUMO gap**: 7.83 eV
**Calculated total energy**: -36177.5291 eV
**Energy relative to the best compared isomer or geometry (same formula, charge and spin)**: 0.785 eV

This record from the OMol25 dataset describes a single C3H3N3O2 molecule in a non-equilibrium geometry. The level of theory is ωB97M-V/def2-TZVPD.

XYZ file:
```
11
Properties=species:S:1:pos:R:3
C -0.440 0.292 0.027
C 1.654 0.960 -0.019
C 2.100 -0.378 -0.160
H -3.437 0.446 -0.010
H 2.281 1.840 -0.072
H 3.185 -0.383 -0.152
N -1.643 0.538 -0.081
N 0.497 1.347 0.120
N 1.240 -1.427 -0.054
O -2.783 -0.366 -0.094
O -0.038 -0.929 0.251
```

**Lowest unoccupied orbital energy**: -0.0379 hartree
**Highest occupied orbital energy**: -0.3428 Eh
**HOMO-LUMO gap**: 8.29 eV
**Calculated total energy**: -11718.9702 eV
**Energy relative to the best compared isomer or geometry (same formula, charge and spin)**: 6.987 eV

This record from the OMol25 dataset describes a molecular structure, C19H15BrN4O2Zn. The level of theory is ωB97M-V/def2-TZVPD.

XYZ file:
```
42
Properties=species:S:1:pos:R:3
Zn 0.281 0.165 0.273
O 1.849 2.232 -7.032
C 0.677 2.526 -6.451
O -0.110 3.245 -6.988
C 0.352 1.884 -5.117
C -0.869 2.246 -4.556
C -1.275 1.711 -3.348
C -0.448 0.806 -2.692
C 0.783 0.454 -3.226
C 1.172 0.983 -4.446
N -0.850 0.209 -1.458
C -2.029 -0.254 -1.319
C -2.409 -0.878 -0.040
C -3.664 -1.406 0.172
C -3.926 -2.023 1.393
C -2.919 -2.092 2.337
C -1.682 -1.529 2.043
N -1.433 -0.932 0.884
H 2.388 1.624 -6.516
H -1.487 2.954 -5.091
H -2.213 2.016 -2.899
H 1.411 -0.273 -2.723
H 2.120 0.659 -4.858
H -2.745 -0.236 -2.138
H -4.421 -1.343 -0.599
H -4.900 -2.447 1.594
H -3.077 -2.572 3.293
H -0.871 -1.564 2.760
Br 0.051 1.711 2.679
C 1.367 0.355 2.887
C 2.078 0.226 4.059
C 3.017 -0.796 4.120
C 3.199 -1.630 3.025
C 2.437 -1.421 1.895
N 1.526 -0.435 1.823
H 1.907 0.895 4.889
H 3.601 -0.936 5.020
H 3.922 -2.433 3.045
H 2.542 -2.046 1.019
N 2.253 2.640 -0.749
C 1.611 1.762 -0.385
H 2.821 3.410 -1.060
```

**Lowest unoccupied orbital energy**: -0.2656 hartree
**Highest occupied orbital energy**: -0.5496 Eh
**HOMO-LUMO gap**: 7.73 eV
**Calculated total energy**: -148448.5071 eV
**Net charge**: +2